(1)
This record from the Open Molecules 2025 dataset describes a cluster of 2 separate species, C2H2N4O2 in total. The level of theory is ωB97M-V/def2-TZVPD.

**E_tot**: -12156.77605 eV
**HOMO**: -11.22 eV
**HOMO-LUMO gap**: 11.91 eV
**SMILES string**: N#[N+][O-].c1cnon1

Geometry as ORCA input:
```
! RIJCOSX wB97M-V def2-TZVPD def2/J DEFGRID3
* xyz 0 1
C -0.19384 -1.26353 -1.33299
C 1.09320 -1.71634 -0.95991
N -0.74878 -1.00699 -0.16095
N 1.23712 -1.67886 0.35746
N 4.66286 -0.49998 0.33225
N 3.74681 0.09075 0.18409
O 2.79818 0.70938 0.13633
O 0.11289 -1.21374 0.84290
H -0.59449 -1.32244 -2.28817
H 1.78063 -2.14332 -1.59592
*
```


(2)
This record from the Open Molecules 2025 dataset describes an isolated molecule of C2H2N4O2. The level of theory is ωB97M-V/def2-TZVPD.

**E_tot**: -12156.00655 eV
**HOMO**: -9.96 eV
**HOMO-LUMO gap**: 9.06 eV
**SMILES string**: [H]/N=c1\onnn1C=O

Geometry as ORCA input:
```
! RIJCOSX wB97M-V def2-TZVPD def2/J DEFGRID3
* xyz 0 1
C -0.32127 0.74551 0.06584
C 1.26872 -0.94516 0.13170
H -0.15512 2.58900 -0.10250
H 1.09731 -2.04602 0.06021
N 0.57297 1.74491 -0.34379
N -2.12016 -0.73962 -0.07457
N -0.96110 -1.30637 -0.27559
N 0.00081 -0.40161 -0.06726
O -1.68079 0.68519 0.43193
O 2.29865 -0.32581 0.17404
*
```


(3)
This record from the Open Molecules 2025 dataset describes a cluster of 2 separate species, C2H2N5 in total. The level of theory is ωB97M-V/def2-TZVPD.

**E_tot**: -9535.29952 eV
**HOMO (spin up / spin down)**: -14.41 / -12.63 eV
**HOMO-LUMO gap (spin up / spin down)**: 8.02 / 5.14 eV

Geometry as ORCA input:
```
! RIJCOSX wB97M-V def2-TZVPD def2/J DEFGRID3
* xyz 1 1
C -3.15191 -0.10431 -1.27035
C -1.34250 -0.01114 0.61975
N 1.76806 0.54942 -0.50092
N 1.51881 1.35067 -1.28569
N 0.88615 -0.86836 1.02296
N 1.92204 -0.17340 0.45562
N -0.25098 -0.45507 0.72026
H -4.14801 0.18538 -0.65434
H 2.79835 -0.47320 0.89270
*
```


(4)
This record from the Open Molecules 2025 dataset describes the ion C2H2NO2 with charge -1. The level of theory is ωB97M-V/def2-TZVPD.

**E_tot**: -7692.08108 eV
**HOMO**: -3.92 eV
**HOMO-LUMO gap**: 8.38 eV
**SMILES string**: [H]/N=C/C(=O)[O-]

Geometry as ORCA input:
```
! RIJCOSX wB97M-V def2-TZVPD def2/J DEFGRID3
* xyz -1 1
C -0.44144 -0.15581 0.07097
C 1.13774 -0.19701 0.12253
N -1.04517 0.94909 0.12894
O 1.65709 0.89148 0.04618
O 1.65659 -1.28766 0.09380
H -0.90268 -1.09513 -0.29317
H -2.06213 0.89504 -0.16925
*
```


no.,maximum force (Eh/bohr)
1,0.096
2,0.264
3,0.156
4,0.068